Entry from OMol25: C7H14 in the gas phase (ωB97M-V/def2-TZVPD).

CARTESIAN COORDINATES (ANGSTROEM)
C -1.854436 -1.120839 -0.211900
C -0.719582 -0.314276 -0.855940
C -1.257363 0.813076 -1.665459
C -0.059311 1.388879 0.927043
C 0.411631 0.156835 0.135529
C 0.743955 -0.961799 1.130138
C 1.693710 0.506112 -0.633667
H -1.513590 -2.074502 0.205027
H -2.612888 -1.332658 -0.971722
H -2.346693 -0.547384 0.582787
H -0.200966 -0.964068 -1.593771
H -0.372911 1.276056 -2.164403
H -0.304774 2.232047 0.267245
H 0.731764 1.721851 1.610317
H -0.946285 1.164563 1.530583
H 1.544753 -0.629615 1.802508
H 1.086910 -1.869251 0.617396
H -0.118042 -1.224601 1.751196
H 1.554609 1.339696 -1.330371
H 2.481124 0.797638 0.071738
H 2.058391 -0.357759 -1.204265

Forces on atoms 1 to 2 (eV/Å):
C -0.03 -0.06 0.06
C -0.26 0.12 -0.01

LUMO energy (alpha / beta) (Ha): -0.009 / -0.009
Frontier orbital gap (alpha / beta) (eV): 8.356 / 8.367
Net charge: 0
Energy relative to the best compared isomer or geometry (same formula, charge and spin) (eV): 3.9975
HOMO level (alpha / beta) (eV): -8.6 / -8.6

=====

Entry from OMol25: C7H14 in the gas phase at a distorted geometry (ωB97M-V/def2-TZVPD).

CARTESIAN COORDINATES (ANGSTROEM)
C 0.723547 3.349312 -1.274764
C 0.281319 2.129037 -1.606370
C 0.860121 0.843498 -1.107210
C -0.113486 -0.120868 -0.440896
C 0.555769 -0.967270 0.653828
C -0.225026 -2.187580 1.104656
C -1.605590 -1.802824 1.663740
H 1.457252 3.353054 -0.484268
H 0.325144 4.175974 -1.839628
H -0.465692 2.069743 -2.395025
H 1.665674 1.116413 -0.413178
H 1.408468 0.419506 -1.955982
H -0.585529 -0.775389 -1.191028
H -1.030118 0.400726 -0.150028
H 1.587470 -1.099635 0.309919
H 0.717388 -0.348476 1.547372
H -0.296147 -2.898568 0.273062
H 0.391696 -2.687733 1.855846
H -2.151886 -1.230889 0.919954
H -2.070010 -2.683572 2.083367
H -1.430372 -1.054464 2.446635

Forces on atoms 1 to 2 (eV/Å):
C -0.61 -1.86 -0.34
C 0.13 0.71 -0.41

LUMO energy (Ha): 0.045
Frontier orbital gap (eV): 10.766
SMILES string: C=CCCCCC
Net charge: 0
Energy relative to the best compared isomer or geometry (same formula, charge and spin) (eV): 1.2191
HOMO level (eV): -9.5

=====

Entry from OMol25: C7H14 in the gas phase at a distorted geometry (ωB97M-V/def2-TZVPD).

CARTESIAN COORDINATES (ANGSTROEM)
C -1.050672 -1.632295 0.405773
C -1.151785 -0.739451 -0.715141
C 0.328624 0.208370 -0.619516
C 1.405622 -0.685041 -1.230427
C 0.376991 1.536462 -1.042676
C 0.511649 0.321883 0.886357
C -0.402706 1.201000 1.725694
H -0.595848 -2.610229 0.255964
H 0.018704 -0.870280 1.080208
H -1.793275 -1.600530 1.199940
H -1.079607 -1.184389 -1.708145
H -1.977525 -0.027179 -0.667875
H 1.264226 -0.779931 -2.312348
H 1.380835 -1.688781 -0.791044
H 2.399270 -0.260620 -1.048387
H 0.993228 1.863166 -1.879016
H -0.269414 2.287468 -0.598576
H 1.561804 0.404710 1.184998
H -0.376257 0.861788 2.767090
H -1.443028 1.141404 1.385136
H -0.100836 2.252475 1.721992

Forces on atoms 1 to 2 (eV/Å):
C -0.19 -0.51 0.30
C 0.49 0.86 -0.46

LUMO energy (alpha / beta) (Ha): 0.012 / 0.008
Frontier orbital gap (alpha / beta) (eV): 7.623 / 7.725
Net charge: 0
Energy relative to the best compared isomer or geometry (same formula, charge and spin) (eV): 4.7369
HOMO level (alpha / beta) (eV): -7.3 / -7.5

=====

Entry from OMol25: C7H14BBr2O3P in the gas phase at a distorted geometry (ωB97M-V/def2-TZVPD).

CARTESIAN COORDINATES (ANGSTROEM)
C -3.036110 -3.298778 0.081929
C -2.324849 -2.422532 -0.962091
C -1.534836 -1.350916 -0.232595
O -0.745192 -0.659031 -1.197031
P 0.013376 0.697185 -0.620049
B 0.477748 0.431904 1.268812
O 1.432762 -0.483379 1.608977
O -0.110245 1.145183 2.246719
C 0.769970 2.237539 2.656803
C 1.639471 0.581529 -1.406544
Br 2.463837 -1.161726 -1.536997
C 2.235674 1.623276 -1.889758
C 1.631470 2.990301 -1.828284
Br 3.929174 1.522443 -2.740103
H -4.103922 -3.129757 0.098803
H -2.660980 -3.090874 1.074964
H -2.881964 -4.356444 -0.088211
H -3.006751 -1.986698 -1.673192
H -1.580094 -3.045211 -1.434312
H -2.247916 -0.667368 0.228985
H -0.928642 -1.871130 0.503262
H 1.345221 -1.231877 0.995612
H 0.998680 2.115593 3.700810
H 1.676338 2.231968 2.059703
H 0.220208 3.156491 2.524010
H 2.328531 3.666347 -2.300631
H 1.540729 3.322899 -0.806991
H 0.691676 3.041264 -2.355276

Forces on atoms 1 to 2 (eV/Å):
C -0.23 0.12 -0.24
C 0.45 -0.50 1.13

LUMO energy (Ha): 0.007
Frontier orbital gap (eV): 8.408
SMILES string: CCCOP(B(O)OC)/C(Br)=C(\C)Br
Net charge: 0
HOMO level (eV): -8.2

=====

Entry from OMol25: a molecular structure, C7H14BF4INO4Se2Y (ωB97M-V/def2-TZVPD).

CARTESIAN COORDINATES (ANGSTROEM)
Y 0.573885 -0.820630 -0.230090
N -1.012985 0.979746 0.497883
C -1.542730 1.654259 -0.690123
C -0.491711 1.754443 -1.791524
O -0.625197 2.619560 -2.651918
O 0.444832 0.883497 -1.707733
H -1.726897 0.676944 1.150422
H -0.357886 1.577267 0.994281
H -1.926455 2.655401 -0.481919
H -2.357977 1.041635 -1.084056
O 6.011083 -0.047702 -1.988406
C 6.133818 -0.448023 -0.612456
C 4.758156 -0.631378 0.025302
C 5.002492 -1.081218 1.465742
O 5.526595 -2.415669 1.545737
C 4.004807 -1.710262 -0.777677
Se 2.610470 -2.753819 0.153373
C 4.052200 0.735095 0.021172
Se 2.409813 0.946383 1.088999
H 6.848931 -0.225664 -2.418233
H 6.692074 0.320312 -0.062490
H 6.675830 -1.397069 -0.548694
H 4.069158 -0.999533 2.022572
H 5.744230 -0.427356 1.938507
H 4.744733 -2.967927 1.372759
H 4.731481 -2.450313 -1.115397
H 3.609267 -1.252913 -1.685818
H 3.855363 1.013985 -1.014580
H 4.756749 1.483847 0.397878
F -0.001964 -1.219571 2.166655
B -1.339558 -1.714507 2.101139
F -1.546487 -1.950557 0.717183
F -2.226212 -0.720982 2.555463
F -1.477763 -2.874799 2.837843
I -0.568027 -2.283131 -2.536707

Forces on atoms 1 to 2 (eV/Å):
Y -0.23 0.40 0.28
N 0.16 -0.10 0.01

LUMO energy (Ha): 0.171
Frontier orbital gap (eV): 6.110
Net charge: -2
HOMO level (eV): -1.5

=====

Entry from OMol25: a molecular structure, C7H14Cl2IrO at a distorted geometry (ωB97M-V/def2-TZVPD).

CARTESIAN COORDINATES (ANGSTROEM)
Ir 0.519318 -0.165101 1.514996
Cl -0.295003 -2.257887 0.850562
Cl 1.066291 1.759773 2.721611
C 2.309658 -0.256889 1.060509
H 3.016837 0.580881 1.097308
H 2.729947 -1.049317 0.416955
C -0.498284 1.201412 0.184068
C 0.664307 0.562819 -0.250569
H -0.381668 2.248992 0.520986
C 0.737495 -0.440754 -1.410140
H 1.567616 1.279952 -0.228554
C -0.488901 -0.341533 -2.318348
H 1.642599 -0.128549 -1.937679
H 0.890391 -1.490090 -1.102671
C -1.776144 -0.246586 -1.495702
H -0.404893 0.552887 -2.948465
H -0.530400 -1.215107 -2.981830
C -1.807454 0.950832 -0.500642
H -2.635304 -0.163594 -2.177025
H -1.902262 -1.180628 -0.930889
H -2.137119 1.836732 -1.074167
H -2.582895 0.763019 0.247958
O -0.184316 -0.817513 3.391624
H 0.096231 -1.749495 3.388818
H 0.383954 -0.234257 3.961286

Forces on atoms 1 to 2 (eV/Å):
Ir -4.51 -0.54 1.96
Cl -1.06 -2.20 0.08

LUMO energy (alpha / beta) (Ha): 0.116 / 0.103
Frontier orbital gap (alpha / beta) (eV): 4.711 / 7.162
Multiplicity: 5
Net charge: -1
Energy relative to the best compared isomer or geometry (same formula, charge and spin) (eV): 0.0000
HOMO level (alpha / beta) (eV): -1.6 / -4.3

=====

Entry from OMol25: a molecular structure, C7H14CsFN2O2S at a distorted geometry (ωB97M-V/def2-TZVPD).

CARTESIAN COORDINATES (ANGSTROEM)
C -4.126309 0.745101 0.293311
N -3.199077 -0.314392 0.685600
C -2.179215 -0.496414 -0.356817
C -0.827965 -0.975770 0.187962
C -0.176652 -1.911721 -0.870322
O -0.265571 -1.580434 -2.061308
O 0.405148 -2.910127 -0.392732
N 0.051288 0.190517 0.408278
S -0.362984 0.952987 1.916476
C 1.480600 -0.198016 0.402228
C 2.176968 0.210027 -0.903006
C 3.470163 0.931721 -0.590687
F 2.430984 -0.816968 -1.769759
H -4.452651 0.515766 -0.717841
H -4.978097 0.800549 0.962271
H -3.604933 1.708669 0.233245
H -2.770669 -0.077030 1.568291
H -1.970928 0.427966 -0.903387
H -2.566408 -1.201988 -1.084272
H -0.977218 -1.582011 1.084359
H 0.411202 2.045761 1.827093
H 1.959631 0.384400 1.190891
H 1.635293 -1.252999 0.645077
H 1.515353 0.915760 -1.402867
H 4.006734 1.148885 -1.520471
H 3.237776 1.911995 -0.162626
H 4.118384 0.357022 0.111372
Cs 5.559151 0.070743 1.219640

Forces on atoms 1 to 2 (eV/Å):
C 0.70 -0.34 -0.10
N -0.24 0.10 -0.13

LUMO energy (Ha): -0.068
Frontier orbital gap (eV): 4.917
Net charge: 0
HOMO level (eV): -6.8

=====

Entry from OMol25: a gas-phase ion, C7H14F3N4O (charge +1) at a distorted geometry (ωB97M-V/def2-TZVPD).

CARTESIAN COORDINATES (ANGSTROEM)
N 1.079118 2.711396 0.459480
C 1.711282 1.503567 0.069247
N 0.931789 0.207687 0.363410
C 1.756059 -0.817518 -0.047311
N 2.677426 -1.316599 0.809788
N 1.733151 -1.245561 -1.311937
C 0.562273 -0.962065 -2.199746
O -0.078232 0.199004 -1.770252
C -0.345180 0.057793 -0.375849
C -1.495131 0.943498 0.097199
C -2.772514 0.158261 0.411767
C -2.579757 -0.948642 1.431505
F -1.457087 -0.786722 2.166125
F -3.596872 -1.040751 2.278566
F -2.457909 -2.154024 0.831647
H 0.733214 2.694533 1.409957
H 0.330793 2.984965 -0.164107
H 1.959213 1.555790 -0.993556
H 2.647512 1.399654 0.623714
H 3.650577 -1.379847 0.552826
H 2.403628 -1.671847 1.711584
H 2.035697 -2.213566 -1.380736
H -0.099381 -1.837191 -2.160544
H 0.902300 -0.828506 -3.226375
H -0.638404 -0.988129 -0.226015
H -1.177898 1.489992 0.985555
H -1.707038 1.692604 -0.670154
H -3.200788 -0.261115 -0.499836
H -3.507845 0.853341 0.824046

Forces on atoms 1 to 2 (eV/Å):
N -0.34 -0.37 -0.18
C 0.41 0.65 0.69

LUMO energy (Ha): -0.148
Frontier orbital gap (eV): 9.527
SMILES string: NCN1C(N)=[NH+]CO[C@@H]1CCC(F)(F)F
Net charge: +1
Energy relative to the best compared isomer or geometry (same formula, charge and spin) (eV): 0.0000
HOMO level (eV): -13.6

=====

Entry from OMol25: C7H14F5P in the gas phase at a distorted geometry (ωB97M-V/def2-TZVPD).

CARTESIAN COORDINATES (ANGSTROEM)
C -3.465370 -0.414069 0.847077
C -3.052460 -1.816451 0.415262
C -1.703105 -1.907936 -0.326828
C -0.692099 -0.825480 0.028348
C 0.744041 -1.236196 -0.290316
P 1.925265 0.260095 -0.116986
C 3.081634 1.825196 0.116887
F 4.382092 1.524164 -0.096537
F 2.948948 2.219075 1.416650
C 2.689101 3.047323 -0.772309
F 3.654013 3.303292 -1.694909
F 1.533313 2.787456 -1.451365
F 2.482012 4.172432 -0.040354
H -4.529081 -0.363629 1.041788
H -2.976902 -0.148360 1.778343
H -3.210192 0.346401 0.119807
H -3.825020 -2.236180 -0.218581
H -3.008437 -2.449942 1.294496
H -1.892186 -1.918987 -1.394467
H -1.262646 -2.872128 -0.089967
H -0.748480 -0.602108 1.087260
H -0.920383 0.070716 -0.545439
H 1.063458 -1.965937 0.449194
H 0.811415 -1.658566 -1.287055
H 2.827395 -0.442104 0.713048
H 0.913452 1.031835 0.521008
H 2.230221 0.270086 -1.504053

Forces on atoms 1 to 2 (eV/Å):
C 0.08 -0.14 0.22
C 0.19 0.17 -0.15

LUMO energy (Ha): 0.030
Frontier orbital gap (eV): 9.845
SMILES string: CCCCC[PH3]C(F)(F)C(F)(F)F
Net charge: 0
HOMO level (eV): -9.0

=====

Entry from OMol25: 2 unconnected molecules or ions with the total composition C7H14IP at a distorted geometry (ωB97M-V/def2-TZVPD).

CARTESIAN COORDINATES (ANGSTROEM)
C -2.232297 0.446780 0.054298
C -3.255630 -0.070259 -0.586583
C 0.461366 -1.679374 -1.063676
C 2.364455 -0.175535 -0.197836
C 0.462581 -0.804163 1.335132
C 0.281693 2.354250 0.165985
C 0.876024 -0.490753 -0.131872
P -0.014380 1.060528 -0.951411
I -5.180766 -0.557098 0.334430
H -1.992418 0.726860 1.016069
H -3.331331 -0.302237 -1.588568
H 0.983145 -1.464040 -2.112425
H 0.929096 -2.744495 -0.736385
H -0.640707 -1.718594 -1.190988
H 3.050942 -1.120784 0.004132
H 2.586031 0.692043 0.477399
H 2.510811 0.099180 -1.253471
H 1.199436 -1.343241 1.891328
H 0.362076 0.249888 1.952923
H -0.446707 -1.384670 1.328254
H -0.579814 3.016211 -0.098669
H 1.247941 3.070887 0.127319
H 0.358462 2.138622 1.224610

Forces on atoms 1 to 2 (eV/Å):
C 1.93 0.07 -3.44
C 0.17 0.68 2.61

LUMO energy (Ha): -0.013
Frontier orbital gap (eV): 8.227
Net charge: 0
Energy relative to the best compared isomer or geometry (same formula, charge and spin) (eV): 1.3608
HOMO level (eV): -8.6

=====

Entry from OMol25: a molecular structure, C7H14IrOP at a distorted geometry (ωB97M-V/def2-TZVPD).

CARTESIAN COORDINATES (ANGSTROEM)
C -1.253190 -1.816379 1.345990
C -0.717385 -2.762490 0.412653
C -1.241981 -2.748872 -0.921845
C -1.908518 -1.600120 -1.365506
C -1.825733 -0.466049 -0.560132
Ir -0.110480 -0.739200 0.379281
P 2.005645 -0.958908 1.106289
H -1.492102 -1.995539 2.387283
H -0.058460 -3.561443 0.771085
H -1.087494 -3.609380 -1.560907
H -2.283830 0.508158 -0.814882
H -2.397884 -1.575305 -2.342139
H 2.997113 -0.687812 0.116182
H 2.438459 -2.213089 1.623718
H 2.380358 -0.051036 2.135420
C 0.706947 3.529465 -0.580527
C 0.251328 2.337965 0.241245
O 0.736478 1.065156 -0.330385
H 1.563250 3.325203 -1.231482
H 0.987376 4.333404 0.104742
H -0.130030 3.902888 -1.178286
H 0.684930 2.361445 1.244545
H -0.844435 2.299993 0.318342
H 0.599639 1.121945 -1.300681

Forces on atoms 1 to 2 (eV/Å):
C -2.34 -1.68 3.36
C 0.75 -2.49 -1.40

LUMO energy (alpha / beta) (Ha): -0.109 / -0.250
Frontier orbital gap (alpha / beta) (eV): 6.091 / 7.158
Multiplicity: 6
Net charge: +1
HOMO level (alpha / beta) (eV): -9.1 / -14.0

=====

Entry from OMol25: a molecular structure, C7H14MnN2OP at a distorted geometry (ωB97M-V/def2-TZVPD).

CARTESIAN COORDINATES (ANGSTROEM)
C -0.302975 1.857382 -0.277826
C -0.494057 1.903191 -1.726161
C 0.817874 1.781261 -2.320822
C 1.754122 1.461220 -1.264471
C 1.041356 1.569330 0.008910
Mn 0.232342 -0.035241 -1.313823
P -1.849558 -0.855223 0.085367
H -1.067405 1.979565 0.473757
H -1.434760 2.044867 -2.260426
H 1.076348 2.045749 -3.348146
H 1.433761 1.442675 1.019370
H 2.816321 1.270900 -1.379377
H -2.100706 -2.238069 0.172563
H -3.175069 -0.416067 -0.105098
H -1.747568 -0.607605 1.477690
C 0.879509 -2.725404 3.058551
N 1.776840 -2.880640 1.938568
C 1.776877 -2.183689 0.777481
N 2.967970 -2.215727 0.107197
O 0.793312 -1.565858 0.265693
H 0.070914 -2.042257 2.815980
H 1.439374 -2.338721 3.912755
H 0.471766 -3.693920 3.348696
H 2.648327 -3.363983 2.113427
H 3.122670 -1.507852 -0.598732
H 3.761579 -2.661876 0.551601

Forces on atoms 1 to 2 (eV/Å):
C 0.65 0.22 -0.46
C 0.93 0.10 0.27

LUMO energy (alpha / beta) (Ha): -0.128 / -0.124
Frontier orbital gap (alpha / beta) (eV): 8.112 / 8.419
Multiplicity: 4
Net charge: +1
HOMO level (alpha / beta) (eV): -11.6 / -11.8

=====

Look up the net charge of the first one. 0

=====

Among the records above, which one has the lowest net charge? C7H14BF4INO4Se2Y